1.
68
Properties=species:S:1:pos:R:3:lowdin_charge:R:1 method="wB97M-V/def2-TZVPD" homo_ha=-0.459 e_above_lowest_kcal_mol=148.4 lumo_energy_ev=-6.005 total_charge=+1 orbital_gap_ev=6.47
Cl -1.81 3.83 -0.44 0.73
F -0.96 -0.59 5.57 0.12
F -3.88 -4.23 -1.74 0.13
F -3.30 -5.43 -4.19 0.10
F -1.80 -3.94 -2.30 0.12
F -6.06 -3.97 -2.57 0.09
F -1.64 -0.19 7.58 0.14
F -4.59 -3.71 -4.51 0.09
F 2.41 0.29 3.04 0.08
F 1.74 -0.80 6.63 0.09
F 2.14 1.57 5.48 0.13
F -6.22 -0.52 -1.76 0.11
F 1.01 -0.79 4.30 0.09
F -5.47 -1.36 -3.62 0.13
F 1.34 2.71 3.81 0.10
F 0.32 -2.24 7.42 0.10
F -7.75 -2.62 -2.69 0.10
O -2.00 0.97 1.24 0.02
O 1.64 -3.04 -1.26 0.00
O -0.26 1.28 6.64 0.04
O -3.18 -2.21 -2.49 0.01
O 5.54 2.90 -0.33 -0.26
O -2.59 2.34 -0.73 -0.50
N 1.95 -0.75 -2.49 0.12
C -6.56 -2.82 -2.07 -0.29
C -3.08 -3.62 -2.65 -0.48
C -5.63 -1.63 -2.29 -0.43
C -3.35 -4.08 -4.09 -0.26
C -0.53 0.54 -0.84 0.01
C 1.13 1.59 4.57 -0.43
C 1.19 -1.63 -1.48 -0.07
C -0.21 1.77 5.30 -0.05
C -4.24 -1.76 -1.64 -0.06
C 0.31 1.44 -1.93 0.10
C 5.15 3.40 -1.69 -0.19
C 1.57 0.73 -2.74 -0.04
C 3.52 3.15 -1.81 -0.18
C 5.86 1.46 -0.38 -0.13
C 2.50 1.54 -3.81 -0.15
C 1.19 0.38 3.64 -0.29
C -0.55 -0.11 6.77 -0.47
C -1.77 1.29 -0.06 -0.31
C 0.61 -0.91 7.37 -0.26
C -0.07 -1.03 -0.59 0.13
C 2.96 3.04 -3.35 -0.19
H 5.37 4.56 -1.69 0.15
H 2.75 -1.20 -3.00 0.17
H -0.35 2.85 5.41 0.15
H 5.70 2.84 -2.56 0.13
H 3.40 0.84 -4.16 0.13
H 1.84 1.68 -4.79 0.14
H 4.94 0.85 -0.81 0.07
H 3.01 4.09 -1.31 0.12
H -4.27 -2.32 -0.70 0.15
H 0.83 -0.57 8.38 0.18
H -6.76 -2.97 -1.00 0.18
H -2.62 -3.65 -4.78 0.17
H -0.65 -1.68 0.21 0.15
H -3.94 -0.75 -1.35 0.14
H 0.10 2.58 -2.17 0.11
H 2.14 3.87 -3.52 0.12
H -1.06 1.44 4.70 0.14
H 0.44 0.45 2.84 0.16
H 3.27 2.23 -1.12 0.10
H 2.62 -2.98 -1.00 0.15
H 6.77 1.21 -1.08 0.11
H 3.88 3.34 -4.05 0.13
H 6.00 1.06 0.73 0.12

---

2.
10
Properties=species:S:1:pos:R:3:lowdin_charge:R:1 method="wB97M-V/def2-TZVPD" homo_ha=-0.547 e_above_lowest_kcal_mol=111.9 lumo_energy_ev=-5.156 total_charge=+1 orbital_gap_ev=9.72
N 1.66 -0.37 -0.08 0.03
N -0.72 0.58 0.08 0.02
N 1.17 0.80 -0.25 0.10
C -1.59 -0.27 -0.27 0.05
H 1.38 1.44 0.52 0.13
H -2.65 0.16 -0.24 0.13
H 2.03 -0.74 0.88 0.20
H 1.37 -0.98 -0.82 0.13
H -0.90 1.55 0.20 0.10
H -1.24 -1.35 -0.37 0.12

---

3.
15
Properties=species:S:1:pos:R:3:lowdin_charge:R:1 method="wB97M-V/def2-TZVPD" homo_ha=-0.349 e_above_lowest_kcal_mol=30.7 lumo_energy_ev=1.047 orbital_gap_ev=10.54
O 0.41 -1.53 -0.25 -0.08
N 0.49 0.74 -0.11 0.04
C -0.21 1.98 0.18 -0.14
C -0.18 -0.34 -0.04 -0.46
C -1.64 -0.47 0.31 0.00
C 1.81 -1.50 -0.49 -0.08
H 2.12 -2.54 -0.61 0.09
H -1.94 -1.51 0.35 0.08
H -2.26 0.08 -0.40 0.09
H -1.80 0.02 1.29 0.08
H -0.95 1.93 0.99 0.07
H 2.04 -0.92 -1.39 0.09
H 2.34 -1.04 0.36 0.09
H 0.51 2.73 0.50 0.07
H -0.74 2.38 -0.70 0.08

---

4.
58
Properties=species:S:1:pos:R:3:lowdin_charge:R:1 method="wB97M-V/def2-TZVPD" smiles="C[N+](=O)[O-].C[N+](=O)[O-].C[N+](=O)[O-].C[N+](=O)[O-].CC#N.CC#N.CC#N.CC#N.CC#N" homo_ha=-0.413 lumo_energy_ev=-0.429 orbital_gap_ev=10.80
O 3.37 -2.02 -4.72 0.06
O 3.62 -2.19 -2.62 0.08
O -1.72 3.35 2.95 0.03
O 0.14 4.76 0.99 0.06
O -1.74 -0.51 -4.57 0.04
O 1.41 3.57 -0.24 0.04
O -2.27 1.28 2.73 0.05
O -3.32 0.24 -3.27 0.02
N 4.50 -4.10 2.78 0.12
N 0.39 4.20 -0.06 -0.42
N -0.74 0.79 -0.99 0.17
N -1.44 2.14 2.88 -0.43
N -2.78 -2.31 -0.84 0.13
N -1.12 -5.95 4.58 0.12
N 2.84 0.63 1.09 0.15
N 3.07 -1.75 -3.57 -0.46
N -2.36 0.43 -4.03 -0.41
C -0.66 4.24 -1.16 0.05
C 3.60 -3.96 2.04 -0.25
C 2.46 -3.76 1.11 -0.07
C -3.47 -1.38 -0.58 -0.24
C -1.88 -3.83 3.16 -0.07
C -4.29 -0.16 -0.28 -0.06
C 3.74 3.03 1.73 -0.05
C -0.03 1.77 3.21 0.05
C -1.89 1.82 -4.13 0.03
C 3.22 1.66 1.37 -0.26
C 0.24 -1.43 0.08 -0.07
C -0.35 -0.18 -0.51 -0.24
C 1.80 -0.97 -3.37 0.04
C -1.40 -5.00 3.95 -0.26
H -3.72 0.47 0.41 0.06
H 2.69 -4.02 0.08 0.08
H -0.53 -2.16 0.32 0.05
H 4.21 2.94 2.71 0.08
H 1.83 -0.53 -2.37 0.07
H 0.00 1.16 4.12 0.11
H 1.86 -0.22 -4.16 0.10
H -5.17 -0.48 0.28 0.08
H 1.64 -4.44 1.34 0.08
H 0.88 -1.54 -3.50 0.10
H -1.26 -3.77 2.26 0.05
H -1.18 5.19 -1.07 0.10
H -1.25 3.35 -0.97 0.07
H 0.98 -1.87 -0.59 0.07
H -4.65 0.38 -1.15 0.07
H -0.18 4.17 -2.14 0.09
H 0.46 1.31 2.35 0.06
H -2.93 -3.81 2.88 0.08
H -1.39 1.89 -5.09 0.10
H 0.43 2.76 3.28 0.09
H -2.85 2.33 -4.12 0.10
H 0.75 -1.06 0.97 0.04
H 2.06 -2.75 1.22 0.04
H -1.63 -2.91 3.68 0.07
H 2.96 3.80 1.79 0.06
H -1.29 1.98 -3.24 0.06
H 4.39 3.44 0.96 0.08

---

5.
61
Properties=species:S:1:pos:R:3:lowdin_charge:R:1 method="wB97M-V/def2-TZVPD" smiles="C[C@@H](O)CON(CCC(N)=O)S(=O)(=O)F.c1ccncc1.c1ccncc1.c1ccncc1" homo_ha=-0.345 lumo_energy_ev=0.573 orbital_gap_ev=9.95
S -4.02 -1.78 -2.29 0.64
F -5.07 -0.62 -2.08 -0.12
O -2.00 -0.72 -3.43 -0.15
O -4.22 -2.29 -3.59 -0.21
O -0.56 0.57 -0.53 0.07
O -4.14 -2.74 -1.25 -0.24
O -3.45 0.99 -6.17 -0.05
N 5.11 1.95 0.29 0.05
N -6.36 -0.50 1.67 0.05
N 7.97 1.13 3.13 0.05
N -2.51 -0.97 -2.16 -0.19
N -2.06 0.58 1.17 0.15
C 2.60 0.74 0.44 -0.08
C -1.55 -1.56 0.01 -0.08
C -5.96 -1.70 1.23 -0.16
C -1.32 -0.04 0.16 -0.54
C 7.96 2.46 2.96 -0.15
C 2.92 1.56 -0.63 -0.07
C 3.54 0.53 1.43 -0.07
C -1.51 -1.86 -1.50 -0.15
C -7.14 -1.58 3.67 -0.07
C 4.77 1.16 1.31 -0.15
C 4.18 2.13 -0.66 -0.16
C -2.27 0.51 -5.53 -0.38
C 8.82 0.64 4.03 -0.16
C -6.72 -2.81 3.19 -0.08
C -1.86 -0.84 -6.13 -0.03
C 9.64 2.80 4.61 -0.09
C -6.11 -2.87 1.94 -0.06
C -6.94 -0.46 2.87 -0.16
C 8.77 3.33 3.68 -0.07
C -2.57 0.47 -4.00 -0.11
C 9.67 1.42 4.80 -0.08
H -5.49 -1.69 0.25 0.06
H 4.48 2.78 -1.48 0.10
H -6.85 -3.71 3.78 0.11
H 7.26 2.83 2.22 0.09
H -5.77 -3.81 1.53 0.11
H -2.05 1.59 0.99 0.11
H -7.61 -1.49 4.63 0.10
H -4.19 0.43 -5.91 0.09
H 10.33 0.97 5.52 0.10
H 8.81 -0.44 4.14 0.10
H -3.65 0.54 -3.87 0.11
H -2.75 -1.47 -6.22 0.09
H -1.07 -1.36 -5.57 0.08
H -2.07 1.34 -3.55 0.13
H -1.50 1.27 -5.71 0.14
H 8.72 4.39 3.50 0.10
H -3.03 0.28 1.09 0.09
H -0.76 -2.12 0.51 0.13
H 3.33 -0.10 2.28 0.10
H -7.26 0.52 3.20 0.10
H -2.53 -1.77 0.44 0.10
H 1.62 0.28 0.50 0.08
H 5.54 1.03 2.07 0.08
H -1.45 -0.64 -7.13 0.08
H 10.29 3.44 5.19 0.10
H 2.21 1.75 -1.42 0.10
H -0.52 -1.58 -1.88 0.13
H -1.67 -2.92 -1.74 0.13

---

6.
7
Properties=species:S:1:pos:R:3:lowdin_charge:R:1 method="wB97M-V/def2-TZVPD" homo_ha="-0.424 / -0.425" e_above_lowest_kcal_mol=30.2 lumo_energy_ev="-2.841 / -2.975" orbital_gap_ev="8.69 / 8.58"
Br 1.98 0.85 0.46 0.97
F -0.51 1.82 -0.75 -0.21
F 0.16 -1.57 0.70 0.12
F -1.65 -0.55 0.11 0.15
F 0.06 -0.70 -1.21 0.14
N 0.26 0.66 0.65 -0.34
C -0.30 -0.51 0.03 -0.85

---

M, record by record: 724.837; 60.080; 87.122; 449.425; 481.550; 181.914 g mol⁻¹